P) One molecule with the formula C2H4N2OS. Source: OMol25; level of theory: the ωB97M-V functional and the def2-TZVPD basis.

Values from the calculation:
Charge: 0
HOMO (eV): -8.8
SMILES: O=CN/C=N\S

Each line ends with the Löwdin charge.
Geometry (Å):
O1 -0.69 -1.65 0.51  -0.01
C1 -1.19 -0.72 -0.12  -0.33
N1 -0.76 0.56 -0.24  0.09
C2 0.47 1.11 0.26  -0.28
N2 1.64 0.66 0.37  -0.38
S1 2.29 -0.79 -0.13  0.76
H1 -2.16 -0.81 -0.65  0.14
H2 -1.38 1.23 -0.56  0.10
H3 0.44 2.11 0.64  0.11
H4 1.35 -1.69 -0.06  -0.19

Q) One molecule with the formula C2H4N2OS. Source: OMol25; level of theory: the ωB97M-V functional and the def2-TZVPD basis.

Values from the calculation:
Charge: 0
HOMO (eV): -8.8
SMILES: C=NO/C=N/S

Each line ends with the Löwdin charge.
Geometry (Å):
C1 3.15 -0.38 0.04  -0.01
N1 1.89 -0.43 -0.07  -0.01
O1 1.20 0.80 -0.05  -0.08
C2 -0.14 0.63 0.05  -0.45
N2 -0.74 -0.45 0.07  -0.28
S1 -2.48 -0.08 -0.02  0.71
H1 3.72 -1.29 -0.08  0.07
H2 3.72 0.60 0.19  0.11
H3 -0.59 1.64 0.02  0.12
H4 -2.86 -1.34 0.02  -0.18

R) One molecule with the formula C2H4N2OS. Source: OMol25; level of theory: the ωB97M-V functional and the def2-TZVPD basis.

Values from the calculation:
Charge: 0
HOMO (eV): -8.7
SMILES: NC(=S)NC=O

Each line ends with the Löwdin charge.
Geometry (Å):
N1 -0.04 1.43 0.08  0.12
C1 -0.47 0.16 0.02  -0.93
S1 -2.08 -0.26 -0.03  0.59
N2 0.48 -0.83 0.06  0.04
C2 1.85 -0.70 0.00  -0.29
O1 2.40 0.37 -0.05  0.04
H1 -0.72 2.17 -0.10  0.12
H2 0.91 1.59 -0.13  0.06
H3 0.15 -1.77 0.06  0.10
H4 2.35 -1.73 -0.06  0.16

Stability ranking, top entry: R); the second entry is 1.731 eV less favorable.

P) A 3-piece molecular cluster, C3H12NO4 overall. Source: OMol25; level of theory: the ωB97M-V functional and the def2-TZVPD basis.

Values from the calculation:
Charge: +1
HOMO (eV): -14.5

Each line ends with the Löwdin charge.
Geometry (Å):
C1 0.44 0.98 -0.94  -0.11
C2 -0.86 0.67 -1.63  -0.08
C3 -2.06 1.21 -0.87  -0.51
O1 -2.71 2.19 -1.49  0.16
O2 -2.32 0.82 0.25  0.11
N1 0.45 0.48 0.49  0.20
H1 1.24 0.45 -1.43  0.13
H2 0.70 2.03 -0.95  0.15
H3 -1.01 -0.40 -1.75  0.14
H4 -0.90 1.09 -2.61  0.13
H5 -3.55 2.27 -1.04  0.13
H6 -0.07 -0.39 0.48  0.15
H7 0.14 1.18 1.16  0.17
H8 1.41 0.14 0.72  0.10
H9 2.78 -1.41 1.87  0.07
H10 3.79 -0.43 1.29  0.08
O3 2.85 -0.54 1.46  -0.03
H11 0.49 -3.91 1.87  0.04
H12 -0.87 -3.31 1.60  0.04
O4 0.07 -3.13 1.51  -0.06

Q) A 3-piece molecular cluster, C3H12NO4 overall. Source: OMol25; level of theory: the ωB97M-V functional and the def2-TZVPD basis.

Values from the calculation:
Charge: +1
HOMO (eV): -13.8

Each line ends with the Löwdin charge.
Geometry (Å):
O1 0.30 -2.01 -1.88  0.07
C1 -0.02 -0.89 -1.56  -0.16
C2 0.06 -0.50 -0.09  -0.24
C3 1.00 0.80 0.02  -0.23
O2 0.47 1.69 -0.89  -0.12
N1 0.77 -1.55 0.65  0.20
H1 -0.17 -0.06 -2.38  0.18
H2 -0.94 -0.22 0.30  0.16
H3 2.02 0.66 -0.26  0.12
H4 0.98 1.12 1.12  0.15
H5 -0.20 2.42 -0.47  0.11
H6 1.01 -2.25 -0.08  0.16
H7 1.58 -1.15 1.18  0.19
H8 0.05 -1.94 1.28  0.13
H9 -1.95 -1.32 2.74  0.03
H10 -2.33 -2.40 1.79  0.11
O3 -1.62 -1.76 2.02  0.00
H11 0.05 4.05 -0.02  0.11
H12 -1.28 3.96 0.87  0.08
O4 -0.46 3.51 0.65  -0.03

R) A 3-piece molecular cluster, C3H12NO4 overall. Source: OMol25; level of theory: the ωB97M-V functional and the def2-TZVPD basis.

Values from the calculation:
Charge: +1
HOMO (eV): -14.3

Each line ends with the Löwdin charge.
Geometry (Å):
C1 -0.57 0.38 1.61  -0.03
C2 -0.81 1.43 0.40  -0.07
C3 -0.48 1.07 -1.00  -0.58
O1 0.13 2.04 -1.69  0.07
O2 -0.55 -0.06 -1.41  0.07
N1 -0.16 -0.97 0.91  0.10
H1 0.29 0.75 2.24  0.15
H2 -1.57 0.06 1.85  0.12
H3 -0.18 2.34 0.70  0.15
H4 -1.84 1.81 0.42  0.13
H5 0.02 1.92 -2.78  0.25
H6 0.34 -0.64 0.09  0.06
H7 -0.94 -1.68 0.69  0.16
H8 0.36 -1.60 1.57  0.18
H9 2.76 0.45 -0.77  0.01
H10 2.85 0.78 0.62  0.18
O3 2.11 0.58 -0.15  -0.05
H11 0.24 -2.84 -1.09  0.08
H12 -1.32 -3.15 -1.37  0.08
O4 -0.69 -2.65 -0.85  -0.05

Stability ranking, top entry: P); the second entry is 2.089 eV less favorable.

P) C3H5NO as an isolated structure. Source: OMol25; level of theory: the ωB97M-V functional and the def2-TZVPD basis.

Values from the calculation:
2S+1: 3
Charge: 0
⟨S²⟩: 2.04
HOMO (spin up / spin down) (eV): -8.1 / -9.5

Each line ends with the Löwdin charge.
Geometry (Å):
C1 -1.38 -0.69 -0.08  0.05
C2 0.29 1.69 0.14  0.25
C3 -0.06 -1.03 0.08  -0.22
N1 0.95 -0.18 0.11  -0.22
O1 2.18 -0.35 0.38  -0.04
H1 -2.10 -1.52 -0.20  0.07
H2 -1.67 0.26 -0.02  -0.01
H3 1.20 2.08 0.58  0.02
H4 0.27 1.78 -0.89  -0.01
H5 0.32 -2.03 -0.09  0.12

Q) One molecule with the formula C3H5NO. Source: OMol25; level of theory: the ωB97M-V functional and the def2-TZVPD basis.

Values from the calculation:
2S+1: 3
Charge: 0
⟨S²⟩: 2.03
HOMO (spin up / spin down) (eV): -5.3 / -9.0

Each line ends with the Löwdin charge.
Geometry (Å):
C1 1.33 0.74 -0.03  -0.06
C2 0.77 -0.40 -0.48  -0.20
C3 -0.57 -0.69 -0.08  -0.29
N1 -1.26 0.37 0.67  0.10
O1 -1.79 0.16 -0.64  0.07
H1 2.32 1.06 -0.09  0.02
H2 0.76 1.60 0.24  0.03
H3 1.30 -1.12 -1.02  0.07
H4 -0.96 -1.64 0.01  0.09
H5 -1.91 -0.08 1.41  0.18

R) A 2-piece molecular cluster, C3H5NO overall. Source: OMol25; level of theory: the ωB97M-V functional and the def2-TZVPD basis.

Values from the calculation:
2S+1: 3
Charge: 0
⟨S²⟩: 2.03
HOMO (spin up / spin down) (eV): -7.7 / -9.3

Each line ends with the Löwdin charge.
Geometry (Å):
C1 0.24 -0.48 1.31  0.02
C2 -0.64 0.27 -1.94  0.27
C3 0.68 0.65 0.76  -0.23
N1 0.77 0.93 -0.57  -0.21
O1 1.53 1.77 -1.04  -0.05
H1 0.19 -0.57 2.38  0.05
H2 -0.04 -1.33 0.71  0.05
H3 -0.65 1.10 -2.61  0.00
H4 -1.46 -0.02 -1.31  -0.01
H5 1.04 1.47 1.38  0.12

Stability ranking, top entry: R); the second entry is 0.148 eV less favorable.

P) A 3-piece molecular cluster, C4H12O2 overall. Source: OMol25; level of theory: the ωB97M-V functional and the def2-TZVPD basis.

Values from the calculation:
Charge: 0
HOMO (eV): -9.2
SMILES: C=C(C)C.O.O

Each line ends with the Löwdin charge.
Geometry (Å):
C1 -0.07 1.54 0.70  0.03
C2 -0.29 0.50 -0.11  -0.42
C3 0.32 -0.86 0.15  -0.09
C4 -1.04 0.55 -1.41  -0.08
H1 -0.44 2.52 0.37  0.07
H2 0.34 1.34 1.71  0.06
H3 -0.23 -1.44 0.91  0.08
H4 1.36 -0.90 0.47  0.07
H5 0.32 -1.53 -0.72  0.07
H6 -1.30 1.52 -1.73  0.05
H7 -1.91 -0.07 -1.18  0.09
H8 -0.56 0.10 -2.28  0.08
O1 1.13 -5.09 -3.17  -0.07
H9 0.59 -4.42 -3.63  0.03
H10 1.88 -4.56 -2.88  0.03
O2 -0.31 3.43 4.23  -0.06
H11 0.52 3.08 3.92  0.02
H12 -0.32 4.29 4.65  0.03

Q) A 2-piece molecular cluster, C4H12O2 overall. Source: OMol25; level of theory: the ωB97M-V functional and the def2-TZVPD basis.

Values from the calculation:
Charge: 0
HOMO (eV): -10.1
SMILES: CCO.CCO

Each line ends with the Löwdin charge.
Geometry (Å):
C1 -1.43 1.06 2.40  -0.09
C2 -2.57 2.06 2.47  -0.32
O1 -3.30 2.17 1.24  -0.09
H1 -0.76 1.18 1.53  0.08
H2 -0.72 1.18 3.25  0.08
H3 -1.89 0.08 2.44  0.07
H4 -2.25 3.07 2.62  0.09
H5 -3.27 1.82 3.30  0.11
H6 -2.81 1.64 0.60  0.06
C3 1.99 -2.22 -3.07  -0.10
C4 2.55 -2.21 -1.66  -0.26
O2 2.65 -0.80 -1.21  -0.12
H7 1.72 -1.22 -3.38  0.07
H8 2.51 -2.72 -3.90  0.07
H9 1.07 -2.83 -3.05  0.07
H10 3.57 -2.53 -1.56  0.10
H11 1.78 -2.68 -1.03  0.11
H12 3.07 -0.39 -1.97  0.06

Stability ranking, top entry: P); the second entry is 0.166 eV less favorable.

P) A 2-piece molecular cluster, C4H12O2 overall. Source: OMol25; level of theory: the ωB97M-V functional and the def2-TZVPD basis.

Values from the calculation:
Charge: 0
HOMO (eV): -10.3
SMILES: CC[C@H](C)O.O

Each line ends with the Löwdin charge.
Geometry (Å):
C1 -1.07 0.15 2.45  -0.11
C2 -1.04 1.25 1.39  -0.22
C3 -0.31 0.76 0.12  -0.45
C4 -0.19 1.88 -0.92  -0.04
O1 -0.94 -0.41 -0.39  -0.05
H1 -0.13 0.09 3.01  0.07
H2 -1.18 -0.86 2.09  0.07
H3 -1.77 0.38 3.26  0.07
H4 -2.04 1.61 1.14  0.11
H5 -0.47 2.06 1.78  0.10
H6 0.68 0.41 0.40  0.14
H7 -0.50 1.47 -1.88  0.08
H8 -0.78 2.76 -0.70  0.07
H9 0.87 2.10 -1.07  0.07
H10 -1.89 -0.38 -0.29  0.09
O2 3.67 -4.86 -3.44  -0.07
H11 2.97 -4.36 -3.88  0.04
H12 4.10 -4.06 -3.07  0.04

Q) A 3-piece molecular cluster, C4H12O2 overall. Source: OMol25; level of theory: the ωB97M-V functional and the def2-TZVPD basis.

Values from the calculation:
Charge: 0
HOMO (eV): -9.5
SMILES: C/C=C/C.O.O

Each line ends with the Löwdin charge.
Geometry (Å):
C1 1.72 1.15 0.63  -0.09
C2 1.18 -0.13 0.03  -0.20
C3 0.18 -0.82 0.56  -0.19
C4 -0.28 -2.16 0.05  -0.10
H1 1.80 1.09 1.69  0.06
H2 2.64 1.45 0.15  0.07
H3 1.00 1.93 0.40  0.07
H4 1.71 -0.53 -0.84  0.11
H5 -0.41 -0.37 1.36  0.10
H6 0.39 -2.92 0.47  0.07
H7 -1.30 -2.38 0.36  0.06
H8 -0.20 -2.25 -1.03  0.07
O1 -0.57 0.59 -2.75  -0.06
H9 0.28 0.93 -3.05  0.03
H10 -0.44 0.47 -1.80  0.00
O2 -2.59 1.38 1.64  -0.06
H11 -2.37 2.02 0.95  0.03
H12 -2.74 0.55 1.18  0.02

R) A 2-piece molecular cluster, C4H12O2 overall. Source: OMol25; level of theory: the ωB97M-V functional and the def2-TZVPD basis.

Values from the calculation:
Charge: 0
HOMO (eV): -10.1
SMILES: CC[C@@H](C)O.O

Each line ends with the Löwdin charge.
Geometry (Å):
C1 -0.70 1.46 0.34  -0.13
C2 -0.85 0.85 -1.03  -0.28
C3 0.32 -0.01 -1.53  -0.40
C4 0.07 -0.47 -3.00  -0.04
O1 1.54 0.87 -1.40  -0.06
H1 -0.54 0.58 0.98  0.08
H2 0.26 2.14 0.38  0.11
H3 -1.60 1.99 0.68  0.07
H4 -1.17 1.65 -1.93  0.17
H5 -1.79 0.17 -0.93  0.13
H6 0.48 -0.75 -0.78  0.12
H7 -1.00 -0.79 -2.97  0.08
H8 0.72 -1.38 -3.12  0.09
H9 0.21 0.38 -3.65  0.08
H10 1.58 1.23 -0.57  -0.01
O2 0.82 -2.76 5.83  -0.09
H11 1.41 -3.09 6.61  0.09
H12 0.24 -2.06 6.10  0.00

S) A 3-piece molecular cluster, C4H12O2 overall. Source: OMol25; level of theory: the ωB97M-V functional and the def2-TZVPD basis.

Values from the calculation:
Charge: 0
HOMO (eV): -10.1
SMILES: C=CCC.O.O

Each line ends with the Löwdin charge.
Geometry (Å):
C1 0.27 2.17 -1.09  0.01
C2 0.18 1.18 -0.20  -0.23
C3 1.27 0.21 0.25  -0.23
C4 1.15 -1.28 0.53  -0.11
H1 -0.49 2.93 -0.99  0.07
H2 1.17 2.32 -1.68  0.07
H3 -0.74 1.16 0.35  0.09
H4 2.03 0.30 -0.54  0.11
H5 1.85 0.67 1.06  0.11
H6 0.66 -1.77 -0.31  0.05
H7 2.12 -1.80 0.54  0.07
H8 0.83 -1.64 1.53  0.09
O1 -2.26 -0.69 1.69  -0.06
H9 -2.71 -1.51 1.90  0.03
H10 -2.14 -0.49 0.76  -0.01
O2 -1.47 -0.63 -1.28  -0.07
H11 -0.81 -1.32 -1.16  0.01
H12 -0.92 0.19 -1.35  0.01

Stability ranking, top entry: P); the second entry is 0.264 eV less favorable.

P) A 3-piece molecular cluster, C4H12O2 overall. Source: OMol25; level of theory: the ωB97M-V functional and the def2-TZVPD basis.

Values from the calculation:
Charge: 0
HOMO (eV): -9.1
SMILES: C=C(C)C.O.O

Each line ends with the Löwdin charge.
Geometry (Å):
C1 -0.11 0.35 0.16  0.02
C2 0.08 1.20 -0.84  -0.42
C3 0.21 0.74 -2.26  -0.08
C4 -0.14 2.68 -0.61  -0.08
H1 0.11 0.60 1.20  0.06
H2 -0.22 -0.70 -0.07  0.06
H3 -0.68 0.39 -2.77  0.08
H4 0.92 -0.07 -2.41  0.07
H5 0.55 1.60 -2.86  0.07
H6 0.12 2.96 0.40  0.07
H7 -1.17 2.99 -0.80  0.08
H8 0.47 3.26 -1.33  0.07
O1 -4.43 -2.35 1.44  -0.06
H9 -3.93 -2.16 2.24  0.03
H10 -4.95 -3.14 1.58  0.03
O2 4.76 -2.73 2.35  -0.07
H11 4.29 -2.92 1.52  0.04
H12 4.11 -2.71 3.06  0.03

Q) A 2-piece molecular cluster, C4H12O2 overall. Source: OMol25; level of theory: the ωB97M-V functional and the def2-TZVPD basis.

Values from the calculation:
Charge: 0
HOMO (eV): -10.3
SMILES: CC[C@@H](C)O.O

Each line ends with the Löwdin charge.
Geometry (Å):
C1 0.19 -1.27 0.03  -0.08
C2 -0.11 0.30 0.11  -0.19
C3 1.16 1.15 0.13  -0.50
C4 0.84 2.62 0.23  -0.07
O1 1.94 0.89 1.30  -0.05
H1 0.42 -1.55 -0.98  0.06
H2 1.14 -1.55 0.51  0.06
H3 -0.56 -1.93 0.51  0.07
H4 -0.59 0.66 1.00  0.09
H5 -0.79 0.62 -0.75  0.13
H6 1.84 0.93 -0.69  0.14
H7 1.78 3.04 0.74  0.10
H8 0.04 2.78 1.08  0.11
H9 0.69 3.18 -0.73  0.09
H10 1.84 -0.05 1.23  0.04
O2 -3.38 -3.36 -1.63  -0.10
H11 -3.91 -2.91 -0.87  0.09
H12 -2.53 -3.55 -1.22  0.01

Stability ranking, top entry: Q); the second entry is 0.050 eV less favorable.